# 1
Computed, not measured: a molecular structure, C38H32AsBIrN8S3Se, with ωB97M-V/def2-TZVPD.

ORCA input file:
```
! wB97M-V def2-TZVPD RIJCOSX def2/J DEFGRID3
* xyz 2 2
Ir -0.256 1.083 -0.053
Se -4.373 -3.722 4.193
N -3.319 -2.343 4.561
C -2.825 -1.924 3.425
C -1.913 -0.790 3.317
C -1.453 -0.054 4.410
C -0.591 0.999 4.184
C -0.222 1.328 2.885
N -0.686 0.641 1.839
C -1.493 -0.426 2.044
C -1.878 -1.172 0.863
N -1.330 -0.753 -0.296
C -1.594 -1.431 -1.407
C -2.435 -2.540 -1.416
C -3.016 -2.962 -0.239
C -2.727 -2.270 0.937
C -3.235 -2.647 2.250
N -4.057 -3.644 2.450
H -1.779 -0.317 5.407
H -0.199 1.591 4.999
H 0.432 2.158 2.665
H -1.127 -1.077 -2.316
H -2.618 -3.058 -2.347
H -3.673 -3.820 -0.206
S 0.835 3.077 -0.114
C -0.379 4.382 -0.082
C 0.089 5.685 0.077
C -0.807 6.744 0.086
C -2.172 6.524 -0.057
C -2.644 5.232 -0.222
C -1.746 4.171 -0.238
As -2.263 2.360 -0.542
C -3.962 2.050 0.294
C -5.154 2.153 -0.418
C -6.363 1.974 0.240
C -6.384 1.698 1.600
C -5.196 1.616 2.315
C -3.986 1.795 1.663
C -2.528 2.190 -2.442
C -3.244 1.113 -2.962
C -3.327 0.942 -4.337
C -2.690 1.836 -5.189
C -1.974 2.905 -4.669
C -1.888 3.085 -3.295
H 1.149 5.866 0.195
H -0.436 7.752 0.214
H -2.862 7.356 -0.039
H -3.706 5.049 -0.336
H -5.146 2.372 -1.478
H -7.290 2.056 -0.311
H -7.330 1.564 2.107
H -5.215 1.429 3.381
H -3.064 1.774 2.232
H -3.756 0.423 -2.302
H -3.900 0.119 -4.744
H -2.764 1.705 -6.260
H -1.490 3.609 -5.333
H -1.332 3.924 -2.893
C 0.499 -3.800 4.102
N 1.624 -3.319 3.310
C 2.808 -2.912 3.792
C 3.606 -2.605 2.700
N 2.913 -2.837 1.581
B 3.634 -2.704 0.169
N 2.694 -2.240 -0.981
C 2.683 -2.873 -2.205
C 2.004 -2.097 -3.075
N 1.601 -0.974 -2.376
C 0.958 0.179 -2.975
C 2.034 -1.085 -1.098
S 1.930 0.107 0.154
C 1.671 -3.295 1.926
S 0.454 -3.794 0.927
H 0.570 -3.375 5.099
H 0.522 -4.887 4.161
H -0.427 -3.489 3.627
H 3.022 -2.858 4.846
H 4.616 -2.234 2.675
H 4.494 -1.882 0.329
H 4.053 -3.794 -0.104
H 3.171 -3.820 -2.347
H 1.783 -2.227 -4.120
H 0.689 -0.063 -4.002
H 1.617 1.045 -2.959
H 0.025 0.430 -2.457
*
```

Orbital gap (alpha / beta) (eV): 6.62 / 5.23
LUMO energy (alpha / beta) (eV): -6.0870 / -7.4791
E_HOMO (alpha / beta) (eV): -12.706 / -12.706
<S²>: 0.7720



# 2
Computed, not measured: 3 unconnected molecules or ions with the total composition C25H46BClIN2O4 at a distorted geometry, with ωB97M-V/def2-TZVPD.

ORCA input file:
```
! wB97M-V def2-TZVPD RIJCOSX def2/J DEFGRID3
* xyz -1 3
C 0.168 0.523 0.201
C -0.470 -0.524 0.267
C -1.456 -1.736 -0.081
O -1.095 -2.178 -1.418
B -1.891 -1.504 -2.441
I -1.362 0.564 -3.076
O -3.230 -1.362 -1.797
C -2.870 -1.027 -0.453
C -4.162 -1.368 0.408
C -5.231 -0.207 0.144
C -6.494 -0.688 -0.691
Cl -5.691 0.690 1.701
H 0.563 1.562 0.037
H -1.468 -2.543 0.708
H -2.155 -2.164 -3.398
H -2.674 0.062 -0.200
H -3.925 -1.514 1.505
H -4.632 -2.334 0.036
H -4.713 0.580 -0.496
H -7.368 -0.949 -0.008
H -6.858 0.182 -1.329
H -6.194 -1.543 -1.365
C -0.454 6.984 -2.848
C 0.001 6.238 -1.572
C 0.128 7.237 -0.407
C 1.358 8.130 -0.522
C 2.619 7.282 -0.660
C 2.542 6.270 -1.820
N 1.267 5.488 -1.830
O 1.371 4.545 -0.881
C 2.725 7.021 -3.163
C 3.789 5.358 -1.754
C -1.195 5.303 -1.278
H -1.375 7.541 -2.655
H 0.255 7.719 -3.219
H -0.660 6.281 -3.659
H 0.181 6.694 0.545
H -0.766 7.864 -0.346
H 1.254 8.813 -1.371
H 1.437 8.761 0.369
H 3.482 7.943 -0.794
H 2.785 6.752 0.285
H 2.425 6.397 -4.009
H 3.770 7.292 -3.319
H 2.179 7.963 -3.212
H 3.882 4.840 -0.798
H 4.706 5.942 -1.873
H 3.771 4.609 -2.551
H -1.313 4.557 -2.070
H -2.127 5.871 -1.224
H -1.097 4.776 -0.327
C 2.994 -4.898 1.327
C 1.848 -4.843 2.362
C 2.179 -5.766 3.550
C 2.026 -7.244 3.214
C 0.627 -7.522 2.674
C 0.253 -6.626 1.477
N 0.546 -5.180 1.714
O -0.435 -4.697 2.516
C 0.998 -7.127 0.214
C -1.234 -6.873 1.129
C 1.902 -3.384 2.857
H 3.950 -4.662 1.804
H 3.137 -5.870 0.862
H 2.837 -4.168 0.529
H 1.522 -5.533 4.397
H 3.199 -5.581 3.901
H 2.790 -7.552 2.493
H 2.197 -7.844 4.114
H 0.556 -8.577 2.390
H -0.094 -7.377 3.487
H 0.966 -6.381 -0.585
H 0.536 -8.036 -0.176
H 2.037 -7.397 0.402
H -1.901 -6.685 1.973
H -1.399 -7.914 0.838
H -1.551 -6.244 0.292
H 1.650 -2.688 2.051
H 2.907 -3.129 3.206
H 1.227 -3.195 3.694
*
```

Orbital gap (alpha / beta) (eV): 6.80 / 6.38
LUMO energy (alpha / beta) (eV): 2.3016 / 1.8832
E_HOMO (alpha / beta) (eV): -4.494 / -4.494
<S²>: 2.0087



# 3
Computed, not measured: a single C3H2ClF3 molecule at a distorted geometry, with ωB97M-V/def2-TZVPD.

ORCA input file:
```
! wB97M-V def2-TZVPD RIJCOSX def2/J DEFGRID3
* xyz 0 1
C 0.309 -0.477 -0.541
C -2.963 0.556 -0.040
C 1.539 0.220 -0.014
F 0.213 -1.701 -0.009
F -3.409 -0.647 0.266
F 1.389 1.573 0.027
Cl -1.270 0.593 0.086
H 1.864 -0.123 0.978
H 2.328 0.006 -0.753
*
```

Orbital gap (alpha / beta) (eV): 7.25 / 7.26
LUMO energy (alpha / beta) (eV): -1.2263 / -1.2234
E_HOMO (alpha / beta) (eV): -8.480 / -8.487



# 4
Computed, not measured: a molecular structure, C3HF5O3S at a distorted geometry, with ωB97M-V/def2-TZVPD.

ORCA input file:
```
! wB97M-V def2-TZVPD RIJCOSX def2/J DEFGRID3
* xyz 0 1
C -0.782 -0.115 0.143
C 0.859 0.909 -0.322
C -0.725 -0.509 1.614
O 0.056 0.335 -2.892
O 1.781 -1.127 -1.923
O -0.496 -1.035 -0.778
F -1.817 0.676 -0.165
F 0.821 2.206 -0.525
F 1.902 0.576 0.421
F -1.939 -0.831 2.084
F -0.289 0.534 2.352
S 0.680 -0.256 -1.773
H -0.050 -1.366 1.764
*
```

Orbital gap (eV): 11.24
LUMO energy (eV): 0.0814
E_HOMO (eV): -11.160



# 5
Computed, not measured: a molecular structure, C29H37BaN10O3PS3, with ωB97M-V/def2-TZVPD.

ORCA input file:
```
! wB97M-V def2-TZVPD RIJCOSX def2/J DEFGRID3
* xyz 0 1
Ba 0.339 -0.676 -0.893
C -2.060 6.689 0.631
C -2.579 5.534 -0.196
O -1.645 4.436 -0.155
P -1.911 3.140 0.732
S -0.330 1.976 0.681
S -3.736 2.434 0.234
O -2.033 3.800 2.191
C -2.075 2.942 3.343
C -2.583 3.752 4.511
H -2.756 7.527 0.571
H -1.089 7.018 0.262
H -1.956 6.393 1.674
H -2.667 5.806 -1.247
H -3.557 5.197 0.150
H -1.073 2.549 3.520
H -2.736 2.095 3.134
H -1.953 4.629 4.666
H -2.561 3.148 5.419
H -3.605 4.088 4.335
C 5.398 1.385 1.239
N 4.638 0.519 0.362
C 3.321 0.295 0.339
N 3.039 -0.540 -0.659
C 4.263 -0.820 -1.185
N 5.257 -0.199 -0.604
C 5.889 0.729 2.508
C 6.903 1.355 3.221
C 7.342 0.832 4.429
C 6.772 -0.325 4.929
C 5.767 -0.961 4.206
C 5.324 -0.439 2.995
C 5.165 -2.172 4.755
N 5.337 -2.676 5.930
N 4.543 -3.805 5.990
C 3.952 -3.897 4.848
O 4.306 -2.903 4.006
C 3.021 -4.945 4.431
C 2.583 -5.837 5.406
C 1.728 -6.866 5.061
C 1.317 -7.008 3.745
C 1.759 -6.127 2.763
C 1.326 -6.425 1.349
N 1.192 -5.282 0.461
C 0.555 -4.123 0.646
N 0.476 -3.472 -0.504
C 1.114 -4.302 -1.372
N 1.563 -5.410 -0.836
C 2.606 -5.082 3.108
H 4.763 2.240 1.480
H 6.242 1.749 0.657
H 2.618 0.720 1.042
H 4.416 -1.480 -2.023
H 7.352 2.262 2.831
H 8.130 1.329 4.979
H 7.094 -0.749 5.871
H 4.514 -0.927 2.466
H 2.920 -5.704 6.424
H 1.377 -7.557 5.816
H 0.645 -7.815 3.475
H 0.365 -6.941 1.383
H 2.032 -7.090 0.852
H 0.182 -3.738 1.589
H 1.258 -4.082 -2.418
H 2.949 -4.372 2.364
S 1.721 -1.009 2.824
C 0.512 -1.274 1.730
N -4.666 -0.451 0.845
C -4.872 -0.810 -0.590
C -3.510 -0.902 -1.268
N -2.587 -1.814 -0.605
C -2.479 -1.518 0.828
C -3.808 -1.451 1.550
H -5.561 -0.335 1.315
H -4.199 0.510 0.850
H -5.487 -0.032 -1.040
H -5.405 -1.763 -0.620
H -3.075 0.101 -1.260
H -3.645 -1.195 -2.309
H -2.844 -2.782 -0.763
H -1.996 -0.545 0.912
H -1.787 -2.197 1.324
H -3.668 -1.118 2.578
H -4.336 -2.407 1.544
*
```

Orbital gap (alpha / beta) (eV): 2.82 / 2.78
LUMO energy (alpha / beta) (eV): -0.4029 / -0.3928
E_HOMO (alpha / beta) (eV): -3.227 / -3.170



# 6
Computed, not measured: 3 unconnected molecules or ions with the total composition CH2N4O2 at a distorted geometry, with ωB97M-V/def2-TZVPD.

ORCA input file:
```
! wB97M-V def2-TZVPD RIJCOSX def2/J DEFGRID3
* xyz 0 1
C -0.841 -1.975 0.618
N 0.606 -0.314 -1.648
N 0.199 2.395 0.863
N -0.081 0.302 -0.895
N 1.053 1.734 0.325
O -0.709 -2.516 -0.405
O -0.996 -1.538 1.662
H 0.289 -1.120 -2.188
H 0.479 3.033 1.668
*
```

Orbital gap (alpha / beta) (eV): 8.76 / 8.75
LUMO energy (alpha / beta) (eV): 0.6447 / 0.5590
E_HOMO (alpha / beta) (eV): -8.118 / -8.189



# 7
Computed, not measured: a molecular structure, C45H39Cl2CrN2O2P2S, with ωB97M-V/def2-TZVPD.

ORCA input file:
```
! wB97M-V def2-TZVPD RIJCOSX def2/J DEFGRID3
* xyz 0 4
Cr -0.306 0.792 1.005
N -0.979 0.380 3.015
C -1.233 -1.018 3.287
C -2.454 -1.424 3.802
C -2.686 -2.762 4.069
C -1.691 -3.694 3.808
C -0.479 -3.281 3.282
C -0.221 -1.936 3.021
C 1.106 -1.484 2.516
C 2.234 -2.189 2.952
C 3.510 -1.844 2.543
C 3.680 -0.763 1.693
C 2.564 -0.050 1.277
C 1.257 -0.376 1.659
H -1.825 0.930 3.130
H -0.270 0.725 3.653
H -3.226 -0.684 3.984
H -3.645 -3.077 4.461
H -1.870 -4.747 3.989
H 0.282 -4.017 3.052
H 2.105 -3.012 3.645
H 4.368 -2.402 2.897
H 4.671 -0.472 1.364
H 2.723 0.800 0.620
C 1.781 -0.942 -1.819
C 1.926 0.581 -1.895
P 0.523 1.560 -1.206
C 1.190 3.272 -1.308
C 0.296 4.328 -1.114
C 0.719 5.643 -1.222
C 2.042 5.929 -1.531
C 2.938 4.890 -1.726
C 2.517 3.570 -1.613
C -0.727 1.665 -2.537
C -0.320 1.840 -3.859
C -1.257 1.993 -4.866
C -2.614 1.988 -4.563
C -3.023 1.841 -3.247
C -2.083 1.679 -2.237
P 0.585 -1.638 -3.054
C 1.687 -1.653 -4.543
C 2.979 -2.182 -4.556
C 3.773 -2.090 -5.688
C 3.285 -1.471 -6.836
C 1.995 -0.966 -6.848
C 1.204 -1.058 -5.706
C 0.650 -3.401 -2.517
C 0.585 -3.733 -1.162
C 0.580 -5.062 -0.757
C 0.617 -6.081 -1.696
C 0.646 -5.764 -3.048
C 0.659 -4.437 -3.454
H 1.443 -1.220 -0.826
H 2.754 -1.405 -1.980
H 2.135 0.895 -2.919
H 2.770 0.890 -1.281
H -0.743 4.118 -0.889
H 0.008 6.447 -1.067
H 2.371 6.956 -1.634
H 3.972 5.101 -1.970
H 3.242 2.786 -1.774
H 0.734 1.867 -4.113
H -0.926 2.122 -5.890
H -3.346 2.104 -5.353
H -4.077 1.846 -2.999
H -2.417 1.582 -1.212
H 3.361 -2.701 -3.683
H 4.775 -2.501 -5.679
H 3.909 -1.394 -7.718
H 1.602 -0.499 -7.743
H 0.192 -0.665 -5.712
H 0.519 -2.952 -0.411
H 0.543 -5.298 0.301
H 0.619 -7.117 -1.378
H 0.662 -6.553 -3.790
H 0.682 -4.204 -4.511
S -2.005 2.839 1.231
C -0.513 3.415 1.862
C -0.275 4.713 2.348
C 0.958 5.029 2.859
C 1.963 4.054 2.897
C 1.680 2.810 2.399
N 0.476 2.496 1.878
H -1.084 5.429 2.307
H 1.153 6.025 3.238
H 2.942 4.262 3.305
H 2.416 2.019 2.412
Cl -2.468 -3.690 -0.059
C -3.017 -2.111 -0.659
Cl -2.864 -2.023 -2.420
C -2.281 -0.992 0.082
O -2.973 -0.336 0.862
O -1.029 -0.849 -0.117
H -4.066 -2.014 -0.423
*
```

Orbital gap (alpha / beta) (eV): 8.14 / 7.96
LUMO energy (alpha / beta) (eV): 0.2871 / 0.1154
E_HOMO (alpha / beta) (eV): -7.848 / -7.848
<S²>: 3.8117



# 8
Computed, not measured: 2 unconnected molecules or ions with the total composition C5H10IN2S at a distorted geometry, with ωB97M-V/def2-TZVPD.

ORCA input file:
```
! wB97M-V def2-TZVPD RIJCOSX def2/J DEFGRID3
* xyz 1 1
C 1.053 0.729 -1.013
C 0.749 1.781 -0.036
C -0.368 1.311 0.839
C -0.199 -1.105 1.133
C -0.510 -3.534 1.210
N -0.427 -2.199 1.581
N -0.071 0.115 1.556
S 0.491 -0.812 -0.869
I 0.759 3.351 -4.975
H 1.656 1.716 0.514
H 0.411 2.705 -0.377
H -0.845 2.013 1.453
H -1.333 1.158 0.206
H 1.531 0.996 -1.870
H -1.563 -3.651 0.758
H 0.293 -3.769 0.552
H -0.536 -4.173 2.007
H -0.836 3.125 -5.315
H -0.256 0.243 2.647
*
```

Orbital gap (eV): 7.16
LUMO energy (eV): -5.3729
E_HOMO (eV): -12.533



# 9
Computed, not measured: a single C5H10N2O molecule at a distorted geometry, with ωB97M-V/def2-TZVPD.

ORCA input file:
```
! wB97M-V def2-TZVPD RIJCOSX def2/J DEFGRID3
* xyz 0 1
C -1.718 1.274 1.689
C -0.559 0.925 1.183
O 0.771 1.138 1.337
C 0.353 0.065 0.469
C 0.628 -1.337 0.974
N 0.519 0.421 -0.908
C -0.707 0.078 -1.719
N 1.695 -0.021 -1.531
H -1.815 2.122 2.344
H -2.616 0.760 1.401
H -0.002 -2.046 0.439
H 1.675 -1.604 0.832
H 0.412 -1.393 2.037
H -1.625 0.487 -1.308
H -0.797 -1.005 -1.878
H -0.542 0.565 -2.677
H 2.458 0.595 -1.270
H 1.868 -1.023 -1.412
*
```

Orbital gap (eV): 10.06
LUMO energy (eV): 0.9230
E_HOMO (eV): -9.138



# 10
Computed, not measured: a molecular structure, C5H8N2 at a distorted geometry, with ωB97M-V/def2-TZVPD.

ORCA input file:
```
! wB97M-V def2-TZVPD RIJCOSX def2/J DEFGRID3
* xyz 0 1
C 1.656 0.618 0.436
C 0.182 0.228 -0.180
C 0.274 -1.208 -0.860
C -0.375 -1.022 0.410
C -1.995 0.483 -0.023
H 2.222 1.657 -0.020
H 2.348 -0.342 0.246
H 1.202 0.560 1.721
H 1.204 -1.812 -0.961
H -0.287 -1.223 -1.664
H 0.099 -1.419 1.404
H -3.114 0.789 -0.207
H -0.694 2.285 -0.517
N -1.817 -0.753 0.603
N -0.905 1.158 -0.387
*
```

Orbital gap (eV): 9.01
LUMO energy (eV): 0.7529
E_HOMO (eV): -8.260



ΔE to the lowest compared entry with this formula, charge and spin in eV, matching the order above: 1.450; 0.000; 6.403; 1.031; 0.000; 2.394; 0.000; 3.307; 3.544; 5.181